#P
One molecule with the formula C23H30N4O5, computed with wB97M-V/def2-TZVPD.

Output
SMILES	COc1ccccc1NC(=O)CN1CCN(CC(=O)Nc2ccc(OC)c(OC)c2)CC1
2S+1	1
HOMO level	-7.522	eV
LUMO energy	0.55	eV

Cartesian coordinates (Å):
C  -4.51  -2.51  2.45
H  -4.76  -1.57  2.93
O  -4.25  -2.19  1.10
C  -3.89  -3.21  0.25
C  -3.77  -4.54  0.61
C  -3.40  -5.49  -0.34
C  -3.16  -5.11  -1.64
C  -3.28  -3.78  -2.02
C  -3.65  -2.83  -1.08
N  -3.79  -1.47  -1.37
C  -3.53  -0.80  -2.53
O  -3.15  -1.33  -3.56
C  -3.73  0.71  -2.41
N  -2.55  1.49  -2.08
C  -1.95  1.26  -0.78
C  -0.90  0.14  -0.77
N  0.12  0.42  -1.77
C  1.21  -0.52  -1.69
C  2.14  -0.19  -0.52
O  2.81  -1.04  0.05
N  2.14  1.13  -0.24
C  2.85  1.86  0.72
C  2.60  3.22  0.84
C  3.30  3.97  1.77
C  4.25  3.38  2.59
C  4.49  2.00  2.47
C  3.80  1.25  1.54
H  3.97  0.20  1.43
O  5.44  1.50  3.31
C  5.73  0.12  3.23
H  6.50  -0.06  3.98
H  4.86  -0.49  3.45
H  6.12  -0.15  2.24
O  4.98  4.04  3.54
C  4.79  5.42  3.69
H  3.77  5.66  3.99
H  5.48  5.73  4.48
H  5.03  5.97  2.77
H  3.09  5.03  1.84
H  1.87  3.69  0.20
H  1.47  1.66  -0.80
H  1.82  -0.45  -2.60
H  0.88  -1.57  -1.59
C  -0.49  0.49  -3.09
C  -1.53  1.62  -3.10
H  -2.01  1.66  -4.08
H  -1.02  2.57  -2.92
H  0.28  0.72  -3.82
H  -0.97  -0.46  -3.37
H  -0.43  0.10  0.21
H  -1.38  -0.84  -0.96
H  -2.73  1.06  -0.05
H  -1.45  2.19  -0.50
H  -4.49  0.93  -1.66
H  -4.09  1.07  -3.38
H  -4.10  -0.93  -0.57
H  -3.09  -3.48  -3.03
H  -2.87  -5.85  -2.37
H  -3.31  -6.52  -0.04
H  -3.95  -4.86  1.63
H  -5.35  -3.20  2.54
H  -3.62  -2.94  2.94

Atomic partial charges in e from the natural (NBO) method, atoms 1 to 2: -0.248 0.201

=====

#Q
One molecule with the formula C23H30N4O5, computed with wB97M-V/def2-TZVPD.

Output
SMILES	COCCN(C(=O)CNC(=O)c1ccco1)[C@@H](C(=O)NC1CCCCC1)c1cccnc1
2S+1	1
HOMO level	-9.101	eV
LUMO energy	0.63	eV

Cartesian coordinates (Å):
C  -0.08  -2.86  -2.81
H  0.13  -2.70  -3.87
O  0.80  -2.10  -2.00
C  0.71  -0.71  -2.20
C  -0.39  -0.03  -1.36
N  -0.03  0.10  0.04
C  -0.08  -0.89  0.95
O  0.50  -0.81  2.03
C  -0.99  -2.09  0.67
N  -2.37  -1.72  0.88
C  -3.28  -1.64  -0.12
O  -3.01  -1.87  -1.29
C  -4.62  -1.25  0.32
C  -5.77  -1.08  -0.42
C  -6.77  -0.70  0.50
C  -6.16  -0.66  1.72
O  -4.87  -1.00  1.62
H  -6.54  -0.43  2.70
H  -7.79  -0.47  0.28
H  -5.86  -1.21  -1.48
H  -2.66  -1.50  1.82
H  -0.87  -2.47  -0.34
H  -0.71  -2.87  1.38
C  0.66  1.32  0.44
C  -0.11  2.55  0.03
C  -1.50  2.55  0.08
N  -2.25  3.59  -0.21
C  -1.65  4.71  -0.57
C  -0.28  4.85  -0.63
C  0.51  3.75  -0.32
H  1.59  3.82  -0.37
H  0.17  5.78  -0.92
H  -2.31  5.54  -0.80
H  -2.04  1.65  0.37
H  0.70  1.30  1.54
C  2.12  1.23  -0.05
O  2.57  1.84  -1.01
N  2.82  0.36  0.68
H  2.36  -0.14  1.43
C  4.16  -0.09  0.34
C  5.13  0.22  1.48
C  6.54  -0.25  1.12
C  6.54  -1.75  0.82
C  5.57  -2.06  -0.31
C  4.16  -1.59  0.04
H  3.47  -1.80  -0.78
H  3.81  -2.12  0.93
H  5.55  -3.13  -0.51
H  5.90  -1.55  -1.22
H  7.54  -2.07  0.55
H  6.24  -2.30  1.71
H  7.22  -0.04  1.95
H  6.89  0.30  0.25
H  5.13  1.30  1.67
H  4.79  -0.28  2.38
H  4.46  0.47  -0.56
H  -1.33  -0.58  -1.47
H  -0.54  0.97  -1.76
H  0.51  -0.49  -3.26
H  1.68  -0.30  -1.94
H  0.10  -3.91  -2.55
H  -1.13  -2.62  -2.62

Atomic partial charges in e from the natural (NBO) method, atoms 1 to 2: -0.269 0.169

=====

Stability comparison, relative energies in eV: #P 1.277; #Q 0.000

=====

#P
One molecule with the formula C3H7FSi, computed with wB97M-V/def2-TZVPD.

Output
SMILES	C=C[SiH2]CF
2S+1	1
HOMO level	-10.328	eV
LUMO energy	0.93	eV

Cartesian coordinates (Å):
C  -1.87  0.63  0.37
C  -1.31  -0.50  -0.01
C  1.59  0.59  -0.14
F  2.89  0.27  -0.09
Si  0.44  -0.94  -0.13
H  -2.90  0.81  0.48
H  -1.22  1.52  0.68
H  -1.80  -1.44  -0.29
H  1.47  1.13  -1.03
H  1.46  1.32  0.62
H  0.53  -1.87  -1.63
H  0.72  -1.53  1.16

Atomic partial charges in e from the natural (NBO) method, atoms 1 to 2: -0.324 -0.681

=====

#Q
A 2-piece molecular cluster, C3H7FSi overall, computed with wB97M-V/def2-TZVPD.

Output
2S+1	1
HOMO level	-8.963	eV
LUMO energy	-0.34	eV

Cartesian coordinates (Å):
C  2.03  0.78  -0.63
C  1.54  -0.37  -0.20
C  -1.64  0.50  0.25
F  -2.86  0.11  -0.25
Si  -0.27  -0.88  -0.04
H  3.17  1.06  -0.76
H  1.32  1.59  -0.91
H  2.15  -1.17  0.16
H  -1.82  0.38  1.42
H  -1.57  1.60  0.13
H  -1.28  -1.88  1.85
H  -0.77  -1.72  -1.02

Atomic partial charges in e from the natural (NBO) method, atoms 1 to 2: -0.316 -0.686

=====

Stability comparison, relative energies in eV: #P 0.000; #Q 2.327

=====

#P
One molecule with the formula C20H24N2O2S, computed with wB97M-V/def2-TZVPD.

Output
SMILES	CSCC[C@@H](NC(=O)c1ccccc1)C(=O)NCCc1ccccc1
2S+1	1
HOMO level	-8.792	eV
LUMO energy	0.75	eV

Cartesian coordinates (Å):
C  2.74  2.06  -1.36
H  3.74  1.79  -1.01
H  2.75  3.05  -1.80
H  2.39  1.33  -2.08
S  1.66  2.06  0.10
C  0.05  2.41  -0.69
H  -0.60  2.77  0.11
C  -0.56  1.18  -1.33
H  -1.48  1.47  -1.83
C  -0.90  0.10  -0.27
N  -2.31  -0.18  -0.21
C  -3.19  0.66  0.36
O  -2.86  1.76  0.78
C  -4.60  0.18  0.41
C  -4.94  -1.17  0.48
C  -6.27  -1.55  0.55
C  -7.27  -0.60  0.54
C  -6.94  0.75  0.48
C  -5.62  1.13  0.42
H  -5.34  2.18  0.39
H  -7.72  1.49  0.48
H  -8.30  -0.90  0.58
H  -6.52  -2.60  0.61
H  -4.17  -1.93  0.51
H  -2.57  -1.09  -0.58
H  -0.58  0.47  0.71
C  -0.19  -1.22  -0.57
O  -0.80  -2.22  -0.89
N  1.15  -1.14  -0.49
C  2.03  -2.25  -0.71
H  2.65  -2.05  -1.60
H  1.40  -3.12  -0.91
C  2.94  -2.49  0.50
C  3.83  -1.30  0.73
C  3.52  -0.35  1.69
C  4.32  0.77  1.87
C  5.44  0.95  1.08
C  5.77  0.00  0.12
C  4.97  -1.11  -0.05
H  5.23  -1.85  -0.80
H  6.64  0.14  -0.49
H  6.06  1.82  1.22
H  4.05  1.50  2.62
H  2.64  -0.48  2.31
H  2.32  -2.68  1.38
H  3.55  -3.38  0.30
H  1.56  -0.27  -0.15
H  0.11  0.76  -2.09
H  0.21  3.20  -1.42

Atomic partial charges in e from the natural (NBO) method, atoms 1 to 2: -0.743 0.241

=====

#Q
One molecule with the formula C20H24N2O2S, computed with wB97M-V/def2-TZVPD.

Output
SMILES	O=C(Nc1ccc(N2CCOCC2)cc1)c1cc2c(s1)CCCCC2
2S+1	1
HOMO level	-7.422	eV
LUMO energy	0.46	eV

Cartesian coordinates (Å):
O  -0.77  -2.11  -0.43
C  -1.06  -0.93  -0.38
N  -0.16  0.09  -0.29
C  1.24  0.03  -0.22
C  1.95  -1.16  -0.22
C  3.33  -1.15  -0.16
C  4.05  0.05  -0.09
C  3.32  1.24  -0.08
C  1.94  1.23  -0.15
H  1.40  2.17  -0.14
H  3.83  2.19  0.00
N  5.44  0.09  0.04
C  6.17  -1.13  0.31
H  5.62  -1.73  1.03
C  7.52  -0.75  0.93
O  8.26  0.11  0.09
C  7.54  1.29  -0.18
C  6.20  0.96  -0.84
H  5.65  1.88  -1.03
H  6.39  0.46  -1.80
H  8.16  1.89  -0.84
H  7.36  1.84  0.76
H  8.14  -1.64  1.08
H  7.34  -0.25  1.90
H  6.35  -1.71  -0.61
H  3.85  -2.10  -0.19
H  1.42  -2.10  -0.28
H  -0.53  1.03  -0.26
C  -2.46  -0.49  -0.43
C  -3.54  -1.33  -0.55
C  -4.77  -0.65  -0.58
C  -4.63  0.71  -0.48
S  -2.97  1.17  -0.35
C  -5.75  1.68  -0.47
C  -6.68  1.49  0.75
C  -6.55  0.14  1.46
C  -6.94  -1.08  0.62
C  -6.13  -1.25  -0.68
H  -6.66  -0.77  -1.51
H  -6.05  -2.31  -0.92
H  -8.00  -1.02  0.37
H  -6.80  -1.96  1.24
H  -5.53  0.01  1.81
H  -7.20  0.16  2.34
H  -6.44  2.26  1.49
H  -7.71  1.64  0.44
H  -5.37  2.70  -0.50
H  -6.33  1.52  -1.39
H  -3.43  -2.39  -0.61

Atomic partial charges in e from the natural (NBO) method, atoms 1 to 2: -0.609 0.645

=====

Stability comparison, relative energies in eV: #P 0.000; #Q 1.504